[1]
C8H5N3O2S | wB97M-V/def2-TZVPD

Output
Highest occupied orbital energy (spin up / spin down) ... -8.7 / -8.6 eV
Energy relative to the best compared isomer or geometry (same formula, charge and spin) ... 4.2517 eV
Molar mass ... 207.2 g mol⁻¹
E ... -27768.84823 eV
Kohn-Sham gap (spin up / spin down) ... 6.886 / 6.669 eV
Total charge ... 0
Lowest unoccupied orbital energy (spin up / spin down) ... -1.8441 / -1.9649 eV

Geometry as XYZ:
```
19
Properties=species:S:1:pos:R:3:lowdin_charge:R:1
S -2.13 1.24 -0.74 1.039
C -0.19 -0.67 0.08 -0.374
O -1.79 2.37 0.06 -0.426
C 0.65 -0.26 1.28 -0.014
C 0.23 0.01 -1.24 -0.245
N -2.52 -1.13 0.81 0.023
H 0.17 -0.59 2.15 0.115
H 1.64 1.13 -2.20 0.111
C -1.65 -0.38 0.26 -0.299
C 1.36 1.01 -1.18 -0.031
N -1.33 -2.83 0.23 0.032
H 1.92 1.14 2.13 0.152
O -0.89 0.76 -1.78 -0.337
H 3.14 1.64 0.03 0.128
H 0.56 -0.81 -1.92 0.172
N -2.40 -2.45 0.97 0.006
C 2.12 1.21 -0.11 -0.038
C -0.40 -2.07 0.03 0.074
C 1.50 0.69 1.13 -0.087
```

[2]
C8H5NS | wB97M-V/def2-TZVPD

Output
Highest occupied orbital energy ... -8.2 eV
Energy relative to the best compared isomer or geometry (same formula, charge and spin) ... 0.0577 eV
Structure (SMILES) ... N#C[C@H]1C=C2C=CC=C2S1
Molar mass ... 147.2 g mol⁻¹
E ... -20698.71290 eV
Kohn-Sham gap ... 7.672 eV
Total charge ... 0
Lowest unoccupied orbital energy ... -0.5727 eV

Geometry as XYZ:
```
15
Properties=species:S:1:pos:R:3:lowdin_charge:R:1
S -1.39 1.32 -0.96 0.994
H 2.21 -1.45 0.75 0.094
H 0.11 0.20 2.34 0.082
C -1.19 1.55 0.81 -0.488
C 1.62 -1.38 -1.41 -0.037
C -2.24 0.97 1.54 -0.376
C 0.06 0.34 1.33 0.110
C 1.60 -1.16 -0.06 -0.043
N -3.15 0.50 2.02 0.173
H -0.84 2.60 1.24 0.155
C 0.55 -0.60 -1.97 -0.092
H 1.97 -2.22 -1.98 0.107
C -0.06 0.15 -1.02 -0.466
C 0.56 -0.23 0.28 -0.286
H 0.19 -0.59 -2.92 0.073
```

[3]
C8H6BrF2N | wB97M-V/def2-TZVPD

Output
Highest occupied orbital energy ... -9.5 eV
Energy relative to the best compared isomer or geometry (same formula, charge and spin) ... 0.0000 eV
Structure (SMILES) ... C[C@@]1(C#N)C(Br)=C(F)C=C[C@H]1F
Molar mass ... 234.0 g mol⁻¹
E ... -85357.85186 eV
Kohn-Sham gap ... 9.258 eV
Total charge ... 0
Lowest unoccupied orbital energy ... -0.2006 eV

Geometry as XYZ:
```
18
Properties=species:S:1:pos:R:3:lowdin_charge:R:1
H 0.27 -1.64 1.39 0.083
H -0.41 2.72 -1.95 0.141
C -0.35 1.71 -1.47 0.011
H -1.00 -0.47 1.84 0.105
N -2.08 -2.94 -1.68 0.181
F -2.58 2.47 -0.84 0.010
C -0.89 -1.08 -0.24 -0.342
C -2.09 0.28 -0.38 -0.461
H 1.54 0.99 -1.92 0.131
C -1.62 -2.08 -1.05 -0.228
C -0.77 -1.36 1.22 -0.051
C -1.68 1.42 -0.87 -0.323
Br -3.79 -0.16 0.45 0.763
H 0.46 -1.51 -1.85 0.175
C 0.39 -0.74 -1.00 -0.285
F 1.45 -1.08 -0.20 -0.002
C 0.54 0.69 -1.48 -0.002
H -1.38 -2.21 1.51 0.092
```

[4]
C8H6BrNO | wB97M-V/def2-TZVPD

Output
Highest occupied orbital energy ... -9.3 eV
Energy relative to the best compared isomer or geometry (same formula, charge and spin) ... 1.0830 eV
Molar mass ... 212.0 g mol⁻¹
E ... -81970.58544 eV
Kohn-Sham gap ... 8.727 eV
Total charge ... 0
Lowest unoccupied orbital energy ... -0.5905 eV

Geometry as XYZ:
```
17
Properties=species:S:1:pos:R:3:lowdin_charge:R:1
C 0.34 -0.43 -2.90 -0.060
H 2.13 -1.83 0.22 0.130
C 0.65 -0.89 1.63 -0.111
C 0.76 -0.59 -0.77 -0.243
O -0.66 1.97 -2.75 -0.109
C 1.30 -1.10 0.41 -0.009
C -1.07 0.30 0.52 -0.027
H 0.45 -0.42 -3.96 0.113
Br -2.59 -0.20 -2.64 0.836
C -0.48 0.13 -0.71 -0.216
H 1.21 -1.20 2.58 0.133
H -2.18 0.47 0.71 0.132
N 1.20 -0.84 -2.05 0.117
C -0.88 0.30 -2.10 -0.675
H -1.28 2.34 -2.19 -0.032
H -0.96 0.00 2.71 0.116
C -0.46 -0.14 1.74 -0.095
```

[5]
C8H6Cl2IrNS2 | wB97M-V/def2-TZVPD

Output
⟨S²⟩ ... 0.78
Highest occupied orbital energy (spin up / spin down) ... -20.5 / -20.6 eV
Energy relative to the best compared isomer or geometry (same formula, charge and spin) ... 0.0000 eV
Multiplicity ... 2
Molar mass ... 443.4 g mol⁻¹
E ... -59403.24174 eV
Kohn-Sham gap (spin up / spin down) ... 5.317 / 5.389 eV
Total charge ... +3
Lowest unoccupied orbital energy (spin up / spin down) ... -15.1994 / -15.2117 eV

Geometry as XYZ:
```
20
Properties=species:S:1:pos:R:3:lowdin_charge:R:1
C -4.69 -0.49 -1.36 -0.723
N 0.12 0.31 -0.72 -0.142
H -5.13 -1.46 -1.13 0.080
Ir -1.68 -0.09 -1.64 0.724
H 3.84 -0.30 2.76 0.164
Cl -3.66 -0.65 -2.83 0.660
H -0.14 -1.35 1.49 0.146
H 4.20 1.21 0.85 0.157
S -0.58 1.43 -2.80 0.950
C 0.97 0.07 0.24 -0.193
Cl -3.54 -0.03 -0.05 0.640
C 1.81 -0.91 2.24 0.051
C 3.26 0.68 0.95 0.020
C 0.79 -0.80 1.37 0.084
H -5.41 0.31 -1.50 0.081
H 1.72 -1.56 3.11 0.155
S 2.21 1.80 -1.38 1.282
C 0.64 1.21 -1.67 -0.957
C 2.23 0.82 0.05 -0.336
C 3.04 -0.18 2.04 0.159
```

[6]
C8H6ClNOS | wB97M-V/def2-TZVPD

Output
Highest occupied orbital energy ... -7.7 eV
Energy relative to the best compared isomer or geometry (same formula, charge and spin) ... 2.8240 eV
Molar mass ... 199.7 g mol⁻¹
E ... -35285.59243 eV
Kohn-Sham gap ... 7.889 eV
Total charge ... 0
Lowest unoccupied orbital energy ... 0.2073 eV

Geometry as XYZ:
```
18
Properties=species:S:1:pos:R:3:lowdin_charge:R:1
H 0.65 -1.43 1.44 0.088
C 0.56 -0.51 0.96 0.010
C 1.68 1.37 -0.08 -0.086
H -1.97 -1.48 1.10 0.148
C 1.68 0.27 0.69 -0.141
Cl -4.28 0.64 1.42 0.450
C -4.25 -1.42 -0.80 -0.127
H 2.69 0.02 0.93 0.101
S -2.41 1.43 -0.91 0.990
H 2.56 2.06 -0.18 0.121
C -0.75 1.14 -0.33 -0.498
C -0.66 -0.01 0.41 -0.245
H -4.48 -2.17 -0.02 0.091
H 0.31 2.57 -1.43 0.117
O -4.84 -1.22 -1.79 0.064
N -1.96 -0.55 0.70 -0.050
C 0.37 1.83 -0.59 -0.070
C -3.00 0.12 0.14 -0.961
```